Formula: C4H4NaO5
Source: the OMol25 dataset
Level of theory: ωB97M-V/def2-TZVPD

CARTESIAN COORDINATES (ANGSTROEM)
O (0.353, -1.491, 0.861)
C (2.029, -3.193, 1.653)
O (3.022, -3.471, 2.117)
Na (-0.814, -3.598, 0.449)
O (0.127, 1.954, -0.647)
C (-1.006, 2.604, -1.098)
C (0.192, 0.530, -0.709)
O (-1.147, 3.739, -0.595)
O (-1.641, 2.109, -2.048)
C (-0.421, -0.164, 0.501)
H (1.264, 0.283, -0.764)
H (-0.278, 0.176, -1.638)
H (-0.176, 0.429, 1.413)
H (-1.503, 0.094, 0.503)

The value obtained for the HOMO energy is -3.34 eV. Its charge is -1. The relative energy (zero: lowest compared OMol25 entry of this formula, charge and spin) comes out at 3.058 eV. As for the LUMO energy: 0.727 eV.

These are the Mulliken partial charges, in e, on atoms 1 to 4: -0.66 0.10 -0.19 0.80

Formula: C4H4O
Source: the OMol25 dataset
Level of theory: ωB97M-V/def2-TZVPD

CARTESIAN COORDINATES (ANGSTROEM)
C (1.710, 0.231, -0.103)
C (0.360, 0.352, 0.132)
C (-0.747, -0.577, 0.141)
C (-1.968, -0.058, 0.031)
O (-3.104, 0.251, -0.038)
H (2.441, 0.873, 0.032)
H (2.137, -0.746, -0.473)
H (-0.020, 1.353, 0.473)
H (-0.808, -1.679, -0.195)

The value obtained for the HOMO energy is -8.46 eV. As for the SMILES: C=CC=C=O. Its charge is 0. The relative energy (zero: lowest compared OMol25 entry of this formula, charge and spin) comes out at 1.480 eV. As for the LUMO energy: 0.568 eV.

These are the Mulliken partial charges, in e, on atoms 1 to 4: -0.86 0.05 -0.41 0.61

Formula: C4H4O
Source: the OMol25 dataset
Level of theory: ωB97M-V/def2-TZVPD

CARTESIAN COORDINATES (ANGSTROEM)
C (1.038, 0.490, -1.897)
C (0.490, 0.700, -0.849)
C (-0.766, -0.808, 0.760)
C (-0.053, 0.475, 0.462)
O (-1.351, 0.487, 0.745)
H (1.399, 0.354, -2.857)
H (-0.876, -1.519, -0.135)
H (-0.533, -1.282, 1.756)
H (0.651, 1.104, 2.014)

The value obtained for the HOMO energy is -9.60 eV. Its charge is 0. The relative energy (zero: lowest compared OMol25 entry of this formula, charge and spin) comes out at 5.945 eV. As for the LUMO energy: 0.006 eV.

These are the Mulliken partial charges, in e, on atoms 1 to 4: -0.08 -0.40 -0.32 -0.02

Formula: C4H4O
Source: the OMol25 dataset
Level of theory: ωB97M-V/def2-TZVPD

CARTESIAN COORDINATES (ANGSTROEM)
C (-1.745, 0.160, -0.013)
C (-0.349, -0.188, 0.001)
C (0.817, 0.059, -0.205)
C (2.192, -0.185, 0.048)
O (3.181, 0.425, -0.278)
H (-1.719, 1.240, -0.172)
H (-2.254, -0.076, 0.920)
H (-2.233, -0.330, -0.855)
H (2.089, -1.107, 0.658)

The value obtained for the HOMO energy is -10.00 eV. As for the SMILES: CC#CC=O. Its charge is 0. The relative energy (zero: lowest compared OMol25 entry of this formula, charge and spin) comes out at 1.975 eV. As for the LUMO energy: 0.345 eV.

These are the Mulliken partial charges, in e, on atoms 1 to 4: -0.99 0.15 0.10 0.10

Formula: C4H4O12Zn
Source: the OMol25 dataset
Level of theory: ωB97M-V/def2-TZVPD

CARTESIAN COORDINATES (ANGSTROEM)
Zn (9.894, 28.791, 13.052)
O (10.456, 30.943, 17.902)
C (10.738, 30.635, 16.651)
O (10.648, 31.294, 15.630)
O (10.912, 29.455, 16.476)
H (10.508, 30.034, 18.204)
O (9.522, 31.106, 7.334)
C (8.599, 30.673, 8.136)
O (7.494, 30.455, 7.628)
O (8.855, 30.506, 9.370)
H (10.146, 31.009, 8.057)
O (14.783, 26.460, 10.192)
C (14.110, 27.606, 10.241)
O (14.151, 28.357, 9.223)
O (13.444, 27.972, 11.201)
H (15.037, 26.506, 9.268)
O (5.802, 25.118, 13.238)
C (6.780, 25.922, 13.375)
O (6.843, 26.965, 14.044)
O (7.858, 25.729, 12.895)
H (6.329, 24.481, 12.750)

The value obtained for the HOMO energy is -2.86 eV. Its charge is -2. The relative energy (zero: lowest compared OMol25 entry of this formula, charge and spin) comes out at 12.633 eV. As for the LUMO energy: -0.528 eV.

These are the Mulliken partial charges, in e, on atoms 1 to 4: 0.94 -0.49 0.72 -0.71

Formula: C4H4O2
Source: the OMol25 dataset
Level of theory: ωB97M-V/def2-TZVPD

CARTESIAN COORDINATES (ANGSTROEM)
O (1.072, 1.097, -1.238)
C (0.190, 0.347, -0.441)
C (-0.508, 0.737, 0.665)
C (-1.002, -0.337, 1.174)
O (-0.531, -1.375, 0.425)
C (0.121, -0.927, -0.642)
H (1.712, 0.656, -1.969)
H (-0.747, 1.705, 0.880)
H (-1.411, -0.359, 2.182)
H (1.103, -1.544, -1.035)

The value obtained for the HOMO energy is -8.68 eV. As for the SMILES: Oc1ccoc1. Its charge is 0. The relative energy (zero: lowest compared OMol25 entry of this formula, charge and spin) comes out at 2.669 eV. As for the LUMO energy: 0.740 eV.

These are the Mulliken partial charges, in e, on atoms 1 to 4: -0.60 0.72 -0.57 -0.34

Formula: C4H4O2
Source: the OMol25 dataset
Level of theory: ωB97M-V/def2-TZVPD

CARTESIAN COORDINATES (ANGSTROEM)
C (2.310, 0.588, 0.301)
C (1.344, -0.128, 0.376)
C (0.050, -0.746, 0.090)
O (-0.135, -1.919, -0.148)
C (-0.946, 0.344, -0.211)
O (-2.114, -0.127, -0.807)
H (3.172, 1.209, 0.198)
H (-1.221, 0.970, 0.644)
H (-0.230, 0.997, -0.778)
H (-1.968, -1.047, -1.082)

The value obtained for the HOMO energy is -10.63 eV. As for the SMILES: C#CC(=O)CO. Its charge is 0. The relative energy (zero: lowest compared OMol25 entry of this formula, charge and spin) comes out at 2.156 eV. As for the LUMO energy: 0.042 eV.

These are the Mulliken partial charges, in e, on atoms 1 to 4: -0.04 -0.24 0.49 -0.55

Formula: C4H4O2
Source: the OMol25 dataset
Level of theory: ωB97M-V/def2-TZVPD

CARTESIAN COORDINATES (ANGSTROEM)
O (-0.141, 2.303, -0.141)
C (-0.078, 1.140, -0.353)
O (0.002, 0.674, -1.646)
C (-0.049, 0.065, 0.700)
C (-0.600, -1.293, 0.411)
C (0.681, -1.229, 0.341)
H (0.078, 1.491, -2.113)
H (0.051, 0.542, 1.674)
H (-1.487, -1.863, 0.559)
H (1.542, -1.831, 0.569)

The value obtained for the HOMO energy is -9.87 eV. As for the SMILES: O=C(O)C1C=C1. Its charge is 0. The relative energy (zero: lowest compared OMol25 entry of this formula, charge and spin) comes out at 1.696 eV. As for the LUMO energy: 0.969 eV.

These are the Mulliken partial charges, in e, on atoms 1 to 4: -0.55 0.66 -0.45 -0.38

Formula: C4H4O2
Source: the OMol25 dataset
Level of theory: ωB97M-V/def2-TZVPD

CARTESIAN COORDINATES (ANGSTROEM)
O (-0.246, 2.268, -0.133)
C (-0.136, 1.077, -0.080)
C (-1.101, -0.085, 0.214)
C (0.126, -0.952, 0.552)
O (0.902, -0.781, -1.029)
C (1.053, 0.136, 0.063)
H (-1.744, -0.462, -0.583)
H (-1.710, 0.129, 1.100)
H (0.782, -1.713, -0.451)
H (2.074, 0.381, 0.347)

The value obtained for the HOMO energy is -9.90 eV. Its charge is 0. The relative energy (zero: lowest compared OMol25 entry of this formula, charge and spin) comes out at 4.740 eV. As for the LUMO energy: 0.453 eV.

These are the Mulliken partial charges, in e, on atoms 1 to 4: -0.53 0.14 -0.26 -0.73

Formula: C4H4O2
Source: the OMol25 dataset
Level of theory: ωB97M-V/def2-TZVPD

CARTESIAN COORDINATES (ANGSTROEM)
O (-0.288, 2.221, 0.521)
C (-0.149, 1.105, 0.098)
C (-1.043, -0.138, 0.090)
C (0.262, -0.936, 0.123)
O (0.791, -0.817, -1.162)
C (1.079, 0.264, -0.230)
H (-1.539, -0.219, -0.881)
H (-1.719, -0.275, 0.927)
H (0.485, -1.765, 0.786)
H (2.121, 0.547, -0.241)

The value obtained for the HOMO energy is -9.67 eV. As for the SMILES: O=C1C[C@H]2O[C@@H]12. Its charge is 0. The relative energy (zero: lowest compared OMol25 entry of this formula, charge and spin) comes out at 2.059 eV. As for the LUMO energy: 0.961 eV.

These are the Mulliken partial charges, in e, on atoms 1 to 4: -0.54 0.36 -0.60 0.01

Formula: C4H4O2
Source: the OMol25 dataset
Level of theory: ωB97M-V/def2-TZVPD

CARTESIAN COORDINATES (ANGSTROEM)
O (-2.034, -0.287, 1.071)
C (-0.811, -0.328, 0.764)
O (0.307, -0.192, 1.486)
C (0.674, 0.572, 0.274)
C (0.899, -0.309, -0.874)
C (-0.548, 0.045, -0.578)
H (0.961, 1.597, 0.460)
H (1.309, 0.170, -1.757)
H (1.269, -1.318, -0.702)
H (-2.026, 0.050, -0.144)

The value obtained for the HOMO energy is -9.53 eV. Its charge is 0. The relative energy (zero: lowest compared OMol25 entry of this formula, charge and spin) comes out at 5.040 eV. As for the LUMO energy: 0.917 eV.

These are the Mulliken partial charges, in e, on atoms 1 to 4: -0.51 0.62 -0.37 -0.17

Formula: C4H4O2
Source: the OMol25 dataset
Level of theory: ωB97M-V/def2-TZVPD

CARTESIAN COORDINATES (ANGSTROEM)
C (1.387, 0.519, 1.197)
O (0.730, -0.772, 1.272)
C (-0.257, -0.811, 0.442)
C (-1.127, -0.696, -0.391)
C (-1.671, -0.340, -1.678)
O (-1.500, 0.768, -2.142)
H (2.338, 0.407, 1.713)
H (1.541, 0.785, 0.148)
H (0.755, 1.268, 1.680)
H (-2.196, -1.128, -2.241)

The value obtained for the HOMO energy is -9.87 eV. As for the SMILES: COC#CC=O. Its charge is 0. The relative energy (zero: lowest compared OMol25 entry of this formula, charge and spin) comes out at 2.709 eV. As for the LUMO energy: 0.705 eV.

These are the Mulliken partial charges, in e, on atoms 1 to 4: -0.62 -0.41 0.34 -0.02

Formula: C4H4O2
Source: the OMol25 dataset
Level of theory: ωB97M-V/def2-TZVPD

CARTESIAN COORDINATES (ANGSTROEM)
C (1.519, 0.626, -0.382)
O (0.214, 0.553, -1.018)
C (-0.582, -0.399, -0.785)
O (-0.689, -0.470, 1.499)
C (-1.569, -1.160, -0.596)
C (-1.681, -0.689, 0.811)
H (2.060, 1.351, -0.985)
H (1.396, 0.985, 0.639)
H (2.017, -0.344, -0.383)
H (-2.685, -0.453, 1.199)

The value obtained for the HOMO energy is -9.59 eV. Its charge is 0. The relative energy (zero: lowest compared OMol25 entry of this formula, charge and spin) comes out at 4.035 eV. As for the LUMO energy: 0.661 eV.

These are the Mulliken partial charges, in e, on atoms 1 to 4: -0.56 -0.35 0.80 -0.52

Formula: C4H4O2
Source: the OMol25 dataset
Level of theory: ωB97M-V/def2-TZVPD

CARTESIAN COORDINATES (ANGSTROEM)
O (-0.144, 2.021, 0.782)
C (0.139, 1.060, 0.130)
C (-1.190, -0.340, -0.018)
C (-0.009, -1.030, 0.168)
O (0.848, -0.902, -0.893)
C (1.207, 0.371, -0.422)
H (-1.565, -0.220, -1.031)
H (-1.900, -0.241, 0.797)
H (0.392, -1.405, 1.105)
H (2.208, 0.734, -0.628)

The value obtained for the HOMO energy is -8.49 eV. Its charge is 0. The relative energy (zero: lowest compared OMol25 entry of this formula, charge and spin) comes out at 3.257 eV. As for the LUMO energy: 0.311 eV.

These are the Mulliken partial charges, in e, on atoms 1 to 4: -0.53 0.60 -0.63 -0.03

Formula: C4H4O2
Source: the OMol25 dataset
Level of theory: ωB97M-V/def2-TZVPD

CARTESIAN COORDINATES (ANGSTROEM)
O (1.643, 1.556, 0.412)
C (1.500, 0.626, -0.356)
C (0.148, -0.131, -0.661)
C (-1.168, 0.432, -0.414)
C (-1.952, 1.398, -0.093)
O (-2.428, -0.064, 0.087)
H (2.389, 0.273, -0.746)
H (0.140, -1.161, -0.069)
H (0.086, -0.386, -1.806)
H (-2.574, 2.201, 0.043)

The value obtained for the HOMO energy is -8.15 eV. As for the SMILES: O=CCC1=CO1. Its charge is 0. The relative energy (zero: lowest compared OMol25 entry of this formula, charge and spin) comes out at 4.667 eV. As for the LUMO energy: 0.611 eV.

These are the Mulliken partial charges, in e, on atoms 1 to 4: -0.44 -0.10 -0.34 0.14

Formula: C4H4O2S
Source: the OMol25 dataset
Level of theory: ωB97M-V/def2-TZVPD

CARTESIAN COORDINATES (ANGSTROEM)
C (2.392, 0.243, -0.103)
C (1.224, -0.482, -0.306)
O (0.076, -0.145, 0.573)
C (-1.113, -0.309, 0.020)
S (-1.462, -0.872, -1.438)
C (-2.381, 0.238, 0.641)
O (-2.134, 1.290, 1.442)
H (3.358, 0.225, -0.656)
H (2.179, 1.011, 0.835)
H (1.267, -1.142, -1.433)
H (-3.406, -0.058, 0.426)

The value obtained for the HOMO energy is -9.39 eV. As for the SMILES: C=COC(=S)C=O. Its charge is 0. The relative energy (zero: lowest compared OMol25 entry of this formula, charge and spin) comes out at 4.614 eV. As for the LUMO energy: -1.150 eV.

These are the Mulliken partial charges, in e, on atoms 1 to 4: -0.55 0.03 -0.25 0.70

Formula: C4H4O2Sn
Source: the OMol25 dataset
Level of theory: ωB97M-V/def2-TZVPD

CARTESIAN COORDINATES (ANGSTROEM)
C (-1.258, -0.877, -1.403)
O (-2.015, 0.102, -1.022)
H (-2.841, 0.112, -1.524)
C (0.057, -0.911, -0.650)
C (0.005, -0.121, 0.633)
C (0.860, 0.791, 0.976)
O (1.754, 1.539, 1.217)
Sn (3.181, 1.987, 2.176)
H (0.242, -1.979, -0.442)
H (0.845, -0.558, -1.331)
H (-0.830, -0.084, 1.371)

The value obtained for the HOMO energy (spin up / spin down) is -15.61 / -15.68 eV. Its charge is +2. The relative energy (zero: lowest compared OMol25 entry of this formula, charge and spin) comes out at 0.000 eV. As for the LUMO energy (spin up / spin down): -11.290 / -11.270 eV.

These are the Mulliken partial charges, in e, on atoms 1 to 4: -0.35 -0.28 0.46 -0.10

Formula: C4H4O3
Source: the OMol25 dataset
Level of theory: ωB97M-V/def2-TZVPD

CARTESIAN COORDINATES (ANGSTROEM)
O (-1.571, -0.165, 1.515)
C (-1.314, -0.154, 0.312)
C (0.018, 0.046, -0.220)
C (0.245, 0.362, -1.634)
O (1.338, 0.529, -2.135)
C (1.094, -0.078, 0.621)
O (1.014, -0.276, 1.910)
H (-2.123, -0.361, -0.414)
H (-0.680, 0.483, -2.239)
H (2.110, -0.041, 0.232)
H (0.049, -0.249, 2.151)

The value obtained for the HOMO energy is -10.09 eV. As for the SMILES: O=CC(C=O)=CO. Its charge is 0. The relative energy (zero: lowest compared OMol25 entry of this formula, charge and spin) comes out at 0.846 eV. As for the LUMO energy: -0.394 eV.

These are the Mulliken partial charges, in e, on atoms 1 to 4: -0.62 0.13 0.23 -0.09

Formula: C4H4O3
Source: the OMol25 dataset
Level of theory: ωB97M-V/def2-TZVPD

CARTESIAN COORDINATES (ANGSTROEM)
O (-1.584, 1.109, 2.254)
C (-1.901, 0.386, 1.297)
C (-0.961, -0.134, 0.425)
C (-0.101, -0.351, -0.515)
C (1.434, 0.058, -1.009)
O (2.308, -0.372, -0.091)
O (-1.087, -1.109, -0.987)
H (-2.846, 0.053, 0.983)
H (1.293, 1.040, -1.203)
H (1.486, -0.391, -1.962)
H (1.957, -0.291, 0.810)

The value obtained for the HOMO energy is -9.28 eV. As for the SMILES: O=CC1=C(CO)O1. Its charge is 0. The relative energy (zero: lowest compared OMol25 entry of this formula, charge and spin) comes out at 5.478 eV. As for the LUMO energy: -0.386 eV.

These are the Mulliken partial charges, in e, on atoms 1 to 4: -0.53 -0.06 0.15 0.42

Formula: C4H4O3
Source: the OMol25 dataset
Level of theory: ωB97M-V/def2-TZVPD

CARTESIAN COORDINATES (ANGSTROEM)
C (0.921, 1.257, -0.329)
C (-0.387, 0.777, 0.233)
O (-1.395, 1.435, 0.322)
C (-0.371, -0.663, 0.762)
O (-0.093, -0.953, 1.900)
C (-0.725, -1.743, -0.263)
O (-1.097, -1.450, -1.372)
H (1.546, 1.587, 0.510)
H (0.754, 2.094, -1.007)
H (1.446, 0.445, -0.842)
H (-0.599, -2.786, 0.087)

The value obtained for the HOMO energy is -9.75 eV. As for the SMILES: CC(=O)C(=O)C=O. Its charge is 0. The relative energy (zero: lowest compared OMol25 entry of this formula, charge and spin) comes out at 1.334 eV. As for the LUMO energy: -1.021 eV.

These are the Mulliken partial charges, in e, on atoms 1 to 4: -0.97 0.68 -0.51 0.39